This record from the OMol25 dataset describes the molecule C4H9Cl2 in a non-equilibrium geometry. The level of theory is ωB97M-V/def2-TZVPD.

Geometry (Å):
Cl1 -0.412285 0.666988 0.893067
Cl2 0.847221 -0.930683 1.461789
H1 0.493925 -2.035559 3.450685
C1 0.288877 -2.502908 2.426312
C2 1.229529 -3.637782 2.156415
C3 -1.176184 -2.812546 1.944413
C4 -2.270504 -1.956383 2.620417
H2 2.126253 -3.615099 2.796548
H3 0.684699 -4.604409 2.292673
H4 1.600944 -3.538551 1.129038
H5 -1.196753 -2.539694 0.878581
H6 -1.447361 -3.886757 1.971355
H7 -3.244674 -2.054654 2.091911
H8 -2.319741 -2.329295 3.662640
H9 -1.937718 -0.889698 2.656106

Atomic forces in eV per Å
-2.438 3.301 -1.252
2.241 -3.772 1.279
-1.134 -1.068 -1.170
-0.481 0.883 1.007
0.605 -0.466 -0.242
0.094 1.051 -0.345
0.774 -0.070 0.522
-0.439 -0.019 -0.126
0.582 0.699 -0.162
-0.212 -0.462 0.067
0.202 -0.250 0.115
0.523 0.489 0.346
0.686 0.106 0.518
-0.498 0.399 -0.413
-0.506 -0.821 -0.142

E_HOMO (spin up / spin down) in eV: -7.933 / -9.875
Relative energy (zero: lowest compared OMol25 entry of this formula, charge and spin) in eV: 1.267
Charge: 0
LUMO (spin up / spin down) in eV: 0.92 / -0.80
Multiplicity: 2
Expectation value of S²: 0.753

---

This record from the OMol25 dataset describes a structure of composition C11H16Br3IrNOS3 in a non-equilibrium geometry. The level of theory is ωB97M-V/def2-TZVPD.

Geometry (Å):
Ir1 0.053088 0.092300 0.195499
S1 -3.269110 2.362922 2.479191
C1 -2.028794 1.575118 1.688696
S2 -0.503548 2.296597 1.449286
S3 -2.180666 -0.035792 1.102297
Br1 0.173858 -2.678083 -0.521059
C2 0.521110 -3.303481 1.285364
Br2 0.600637 -1.849121 2.555972
H1 1.476430 -3.810261 1.286685
H2 -0.288481 -3.962575 1.568319
C3 1.733858 2.456866 -2.161865
C4 0.910771 1.290247 -2.679542
O1 -0.291153 1.076114 -1.926372
C5 -1.297076 2.096641 -2.113066
C6 -2.651820 1.459253 -2.335166
H3 2.706862 2.467671 -2.653128
H4 1.882653 2.375156 -1.082918
H5 1.236684 3.405427 -2.363881
H6 1.467687 0.354722 -2.611848
H7 0.637310 1.445427 -3.726120
H8 -1.022986 2.687584 -2.989336
H9 -1.296789 2.757341 -1.245010
H10 -2.640263 0.840285 -3.232318
H11 -3.399486 2.243050 -2.458178
H12 -2.939202 0.837949 -1.489860
Br3 6.773829 1.279807 0.064607
C7 4.963790 0.802985 0.220816
C8 4.159811 1.396966 1.183614
C9 2.830133 1.034571 1.241084
N1 2.285809 0.132187 0.415203
C10 3.077185 -0.456633 -0.489680
C11 4.416367 -0.152200 -0.624665
H13 4.556296 2.130683 1.870357
H14 2.169446 1.478196 1.975944
H15 2.624531 -1.206915 -1.125092
H16 5.019405 -0.650348 -1.369811

Atomic forces in eV per Å
-0.343 0.309 0.360
-0.312 0.149 0.166
0.956 -0.284 -0.293
-0.288 0.083 0.024
0.113 0.062 -0.223
0.029 -0.309 -0.059
0.020 0.173 0.063
0.038 -0.260 0.061
0.020 0.022 -0.040
-0.046 0.034 -0.027
-0.170 -0.075 0.016
0.194 0.102 -0.012
0.028 -0.153 0.184
-0.256 0.115 -0.096
0.166 -0.037 0.011
0.007 0.031 -0.005
0.046 -0.001 -0.040
0.045 0.021 0.016
-0.033 -0.007 -0.016
-0.022 -0.069 0.005
0.083 -0.011 0.019
0.039 -0.033 0.024
-0.026 0.026 -0.012
-0.018 -0.017 -0.009
-0.028 0.004 0.037
-0.179 -0.048 0.025
0.073 -0.010 -0.032
0.064 -0.019 0.013
0.049 0.021 0.103
-0.324 0.186 -0.283
0.078 -0.091 0.009
0.096 0.042 0.050
-0.015 -0.005 0.000
-0.018 0.019 -0.050
-0.049 0.028 0.018
-0.019 0.000 -0.010

E_HOMO (spin up / spin down) in eV: -10.057 / -11.759
Relative energy (zero: lowest compared OMol25 entry of this formula, charge and spin) in eV: 0.346
Charge: +1
LUMO (spin up / spin down) in eV: -3.29 / -5.77
Multiplicity: 5
Expectation value of S²: 6.013

---

> Which value of relative energy (zero: lowest compared OMol25 entry of this formula, charge and spin) does entry 2 give?

0.346 eV